Molecular formula: C10H21F6N2NaO8S2
Method: DFT, wB97M-V/def2-TZVPD

HOMO level ... -9.7 eV
Orbital gap ... 9.4 eV
F_max ... 4.96 eV/Å
Lowest unoccupied orbital energy ... -0.30 eV

```
! wB97M-V def2-TZVPD RIJCOSX def2/J DEFGRID3
* xyz 0 1
Na 0.10400 0.45659 0.06756
C 3.49139 -2.16276 -1.19726
F 4.67820 -2.51998 -0.70105
F 3.64623 -1.02432 -1.91525
F 2.91460 -3.09767 -1.94262
S 2.30260 -1.79003 0.29853
O 2.78230 -2.72613 1.34618
O 2.64237 -0.39685 0.69805
N 0.62789 -1.98763 -0.20904
S 0.31869 -3.43205 0.29291
O 1.07065 -4.44987 -0.41920
O 0.18740 -3.63704 1.71187
C -1.42679 -3.69073 -0.39958
F -2.29877 -2.83119 0.12915
F -1.44775 -3.63556 -1.73044
F -1.70830 -4.95274 -0.10436
C -2.93874 0.37280 -0.46223
O -1.93966 1.33245 -0.22635
C -2.27854 2.70625 -0.46928
C -1.23117 3.66330 0.14074
N -0.28719 3.08197 1.06734
C -0.81431 2.54297 2.32347
C 0.15269 1.76408 3.21485
O 0.55388 0.54561 2.57054
C 0.81835 -0.50924 3.46805
H -2.46025 -0.60652 -0.47165
H -3.46189 0.48107 -1.41233
H -3.64539 0.41334 0.36668
H -3.28697 2.90976 -0.10910
H -2.29780 2.85680 -1.54867
H -1.74834 4.46397 0.66949
H -0.64616 4.12516 -0.65458
H 0.47521 3.72824 1.21289
H -1.70906 1.95228 2.12698
H -1.20791 3.37531 2.90691
H -0.30212 1.53392 4.17833
H 1.03281 2.33999 3.50086
H 0.85429 -1.41245 2.85894
H 0.08666 -0.66523 4.26075
H 1.78933 -0.31377 3.92313
C 0.56689 -0.74277 -3.29351
C 0.80015 0.81558 -3.19675
O 1.40044 1.27958 -1.92890
O -0.40905 -1.11925 -2.39321
H 1.52219 -1.26615 -3.25361
H 0.11033 -0.88744 -4.27266
H -0.18300 1.25497 -3.36547
H 1.44366 1.14847 -4.01111
H 1.36869 2.23377 -2.02948
H -0.01273 -1.52089 -1.61653
*
```

Mulliken population analysis, charges in e, atoms 1 to 5:
1 Na 0.8383
2 C 0.5073
3 F -0.1872
4 F -0.1914
5 F -0.1822

=====

Molecular formula: C20H36Br2Cl2FMg2N6NaO7
Method: DFT, wB97M-V/def2-TZVPD

HOMO level ... -10.8 eV
Orbital gap ... 1.7 eV
F_max ... 9.98 eV/Å
Lowest unoccupied orbital energy ... -9.11 eV

```
! wB97M-V def2-TZVPD RIJCOSX def2/J DEFGRID3
* xyz 2 1
N -0.80094 1.77810 3.24745
C -1.40956 1.09167 2.20475
N -2.48526 1.58781 1.24393
C -2.80413 0.33517 0.40882
C -1.42344 -0.58506 0.41624
C -1.64821 -2.20037 0.20602
C -1.00131 -2.76575 -1.18877
C 0.09961 -3.97283 -0.94682
N 1.51756 -3.46162 -0.80389
C 2.52355 -4.62507 -0.69075
C 4.01754 -3.89066 -0.84244
C 4.20125 -2.25746 -0.65745
C 5.71820 -1.64990 -0.88060
C 7.01995 -2.60564 -1.23679
C 6.76531 -4.23615 -1.40592
C 5.27241 -4.89224 -1.18862
O 5.02046 -6.36522 -1.29970
N -0.99993 -0.35457 1.88126
H -1.06299 1.56643 4.25092
H -0.12356 2.55175 3.03112
H -2.08932 2.25013 0.51941
H -3.27460 0.56049 -0.64767
H -3.50945 -0.24550 1.17131
H -0.53734 -0.19264 -0.24972
H -1.18931 -2.80869 1.09864
H -2.82474 -2.37073 0.16886
H -1.88621 -3.23091 -1.81597
H -0.56771 -1.85900 -1.80023
H -0.02027 -4.71049 -1.86988
H -0.16511 -4.51558 0.07458
H 1.75747 -3.04650 -1.75392
H 2.41274 -5.23112 0.30412
H 2.39852 -5.27333 -1.66738
H 3.31738 -1.53642 -0.38368
H 5.83066 -0.47705 -0.74860
H 8.10153 -2.12295 -1.36043
H 7.68142 -4.91887 -1.68928
H 5.19427 -6.71046 -0.36067
H -1.54711 -1.00748 2.51188
C 3.93873 2.68390 1.38486
C 4.64760 2.79204 2.71021
C 3.55842 3.33634 3.60857
O 2.31237 2.84281 3.09779
C 2.54531 2.26921 1.80398
H 4.40423 1.97658 0.69386
H 3.90625 3.66688 0.90005
H 4.94980 1.79490 3.05148
H 5.53600 3.42807 2.68330
H 3.52407 4.43040 3.57359
H 3.67896 3.02414 4.64995
H 2.46826 1.18091 1.90244
H 1.77724 2.61163 1.10505
F 6.81446 0.86910 0.13941
C -5.09379 0.04695 -4.00798
N -4.24868 -0.61618 -2.97858
O -3.02253 -0.50826 -3.09753
O -4.83992 -1.22635 -2.08016
H -4.44419 0.54298 -4.73237
H -5.69118 -0.72779 -4.49292
H -5.72667 0.77458 -3.49590
Cl 6.28121 -1.98326 -3.30652
Mg 2.86826 -1.42900 -2.30780
N -6.53683 3.27564 -3.59647
O -6.92946 4.45415 -3.60776
O -6.85162 2.50725 -4.52014
O -5.82923 2.86567 -2.66143
Br -5.57501 5.33971 2.57737
C -6.54945 3.73002 2.06207
C -5.70934 2.49170 2.27070
Br -4.37266 2.30023 0.86347
H -6.87018 3.86874 1.02657
H -7.43035 3.71206 2.71149
H -6.32700 1.59143 2.20061
H -5.17309 2.48599 3.22366
Cl -3.20835 5.58043 3.31239
Na 2.78067 4.81252 0.47305
Mg -3.04166 1.60259 -4.39052
*
```

Mulliken population analysis, charges in e, atoms 1 to 5:
1 N -0.2355
2 C -0.0324
3 N -0.3033
4 C -0.5848
5 C 0.3207

=====

Molecular formula: C3H4O2
Method: DFT, wB97M-V/def2-TZVPD

HOMO level (alpha / beta) ... -5.3 / -9.7 eV
⟨S²⟩ ... 2.02
Orbital gap (alpha / beta) ... 6.2 / 8.6 eV
F_max ... 11.23 eV/Å
Relative energy (zero: lowest compared OMol25 entry of this formula, charge and spin) ... 624.2 kJ/mol
Lowest unoccupied orbital energy (alpha / beta) ... 0.95 / -1.10 eV

```
! wB97M-V def2-TZVPD RIJCOSX def2/J DEFGRID3
* xyz 0 3
C 0.69398 -1.10411 -0.04282
C 0.31745 0.25066 -0.14248
C -0.55768 1.24715 -0.09304
O 1.60995 -0.03198 -0.54534
O 2.64222 0.39743 0.30212
H 0.80597 -1.46723 1.03818
H 0.56951 -1.89015 -0.71679
H -0.37701 2.29666 -0.39688
H -1.58987 0.95845 0.27550
*
```

Mulliken population analysis, charges in e, atoms 1 to 5:
1 C -0.1762
2 C 0.4057
3 C -0.8291
4 O -0.0025
5 O -0.2792

=====

Molecular formula: C6H7NO2
Method: DFT, wB97M-V/def2-TZVPD

HOMO level ... -8.2 eV
SMILES string ... C/[N+]([O-])=C/c1ccco1
Orbital gap ... 8.4 eV
F_max ... 6.38 eV/Å
Relative energy (zero: lowest compared OMol25 entry of this formula, charge and spin) ... 625.3 kJ/mol
Lowest unoccupied orbital energy ... 0.27 eV

```
! wB97M-V def2-TZVPD RIJCOSX def2/J DEFGRID3
* xyz 0 1
C -2.15876 -1.41608 1.67969
C -0.41610 0.00675 0.81924
C 0.55353 0.43366 -0.29492
C 0.59420 0.36553 -1.61902
C 1.90075 0.98365 -1.98168
C 2.37134 1.68322 -0.90933
H -2.69612 -2.17834 1.13000
H -1.07742 -1.75969 2.20902
H -2.78123 -0.90063 2.67429
H 0.00236 -0.25638 1.87692
H 0.08141 -0.62109 -2.34067
H 2.65971 0.96105 -2.91469
H 3.12349 2.32377 -0.53070
N -1.59158 -0.53892 0.58570
O -1.97384 -0.52363 -0.58694
O 1.40826 1.43714 0.20310
*
```

Mulliken population analysis, charges in e, atoms 1 to 5:
1 C -0.6920
2 C -0.4242
3 C 0.4729
4 C -0.2388
5 C -0.3214

=====

Molecular formula: C17H23N5O4S2
Method: DFT, wB97M-V/def2-TZVPD

HOMO level ... -7.6 eV
SMILES string ... CCc1nnc(SCC(=O)Nc2ccc(N3CCN(S(C)(=O)=O)CC3)cc2)o1
Orbital gap ... 8.0 eV
F_max ... 1.62 eV/Å
Relative energy (zero: lowest compared OMol25 entry of this formula, charge and spin) ... 111.1 kJ/mol
Lowest unoccupied orbital energy ... 0.40 eV

```
! wB97M-V def2-TZVPD RIJCOSX def2/J DEFGRID3
* xyz 0 1
C -5.88976 0.30534 3.51657
H -4.81585 0.34923 3.68108
H -6.14283 0.95120 2.67874
H -6.39388 0.67508 4.40515
C -6.32470 -1.13442 3.23400
C -5.64586 -1.65893 2.02908
N -4.70163 -2.53443 1.96986
N -4.36428 -2.69190 0.67376
C -5.13158 -1.89399 0.00175
S -5.16071 -1.66033 -1.70826
C -3.83982 -2.82691 -2.15144
H -4.10524 -3.81268 -1.77124
H -3.83006 -2.85438 -3.24256
C -2.43524 -2.48093 -1.64349
O -1.61445 -3.36061 -1.53379
N -2.23473 -1.16570 -1.41643
C -1.09161 -0.53288 -0.90773
C -1.07322 0.85872 -0.86899
C 0.02015 1.53577 -0.37571
C 1.14840 0.85218 0.09510
C 1.10514 -0.54504 0.06572
C 0.00887 -1.22764 -0.42391
H 0.00639 -2.30437 -0.43874
H 1.93683 -1.12931 0.42480
N 2.20851 1.57072 0.63984
C 2.71786 2.73069 -0.06263
H 1.91763 3.24337 -0.59181
C 3.80617 2.31174 -1.06334
N 4.84684 1.61984 -0.34633
S 6.35444 1.56953 -1.02594
O 6.62931 2.87595 -1.54185
O 7.23802 1.00085 -0.05486
C 6.24526 0.41983 -2.43006
H 7.22727 0.37943 -2.88157
H 5.52064 0.80775 -3.13313
H 5.96199 -0.55369 -2.05345
C 4.39100 0.44966 0.36296
H 5.24832 0.04514 0.90053
C 3.28134 0.88831 1.32954
H 2.88654 0.03987 1.88682
H 3.71161 1.59994 2.04124
H 4.00096 -0.30710 -0.33550
H 4.26512 3.17956 -1.53629
H 3.35333 1.66522 -1.83353
H 3.15508 3.41265 0.67205
H -0.01534 2.61315 -0.33356
H -1.93042 1.41686 -1.22044
H -3.00881 -0.54268 -1.61500
O -5.97629 -1.19826 0.79002
H -6.06220 -1.78329 4.06879
H -7.40447 -1.16812 3.07417
*
```

Mulliken population analysis, charges in e, atoms 1 to 5:
1 C -1.1498
2 H 0.3429
3 H 0.3147
4 H 0.3439
5 C -0.3585

=====

Molecular formula: C14H10N4O6
Method: DFT, wB97M-V/def2-TZVPD

HOMO level ... -8.5 eV
Orbital gap ... 7.4 eV
F_max ... 7.35 eV/Å
Relative energy (zero: lowest compared OMol25 entry of this formula, charge and spin) ... 197.4 kJ/mol
Lowest unoccupied orbital energy ... -1.08 eV

```
! wB97M-V def2-TZVPD RIJCOSX def2/J DEFGRID3
* xyz 0 1
O 0.65217 -3.67781 -3.18154
O 0.09318 -7.03411 -0.94603
O 2.45967 4.88886 4.63658
O 2.02580 6.47266 3.41038
N -0.52946 -2.52784 -0.77315
O -0.21799 0.51213 0.10517
O -2.58406 -5.01226 -0.50886
C -0.04530 -4.29930 -2.44359
C -0.40248 -5.98019 -1.34693
C -1.03932 0.84799 -1.97449
C -1.01562 2.05674 -1.36877
C -0.63886 -0.11603 -1.08542
C -0.34479 1.82597 -0.16340
C -0.55714 -1.49638 -1.55728
C 0.58662 4.03766 0.47463
C 0.41827 2.28851 2.14741
C 1.26508 4.88377 1.34006
C 0.91752 3.23350 3.05440
C 0.26094 2.75303 0.83606
C 1.34368 4.50333 2.65096
N 0.02439 -5.61570 -2.54506
N -0.54593 -3.80999 -1.23835
N 1.97752 5.29275 3.60238
C -1.10754 -4.93682 -0.50229
H -2.83850 -4.45770 0.26371
H -1.32002 0.66774 -3.07213
H -1.14712 3.10886 -1.72071
H -0.74968 -1.63662 -2.61794
H 0.33852 4.40485 -0.50049
H 0.17915 1.23687 2.38958
H 1.65920 5.80794 0.95080
H 1.02155 2.76363 4.00878
H 0.81280 -6.00872 -2.90341
H -0.95223 -4.97729 0.57894
*
```

Mulliken population analysis, charges in e, atoms 1 to 5:
1 O -0.6001
2 O -0.6122
3 O -0.5834
4 O -0.5733
5 N -0.7950